Here is a 2-piece molecular cluster, C5H12O overall from the OMol25 dataset. Energies are from ωB97M-V with the def2-TZVPD basis set.

The geometry in XYZ format:
```
18
Properties=species:S:1:pos:R:3:forces:R:3:mulliken_charge:R:1
C -2.28422 0.73965 1.35670 -0.2 0.1 0.2 -0.708
O -1.61398 0.19719 0.24952 0.0 0.0 -0.1 -0.228
C -0.32091 0.72174 0.10413 0.2 0.0 -0.2 -0.393
C 0.30909 0.33228 -1.17326 0.1 0.3 0.2 -0.439
C 0.66093 -2.00626 -0.26826 0.0 -0.1 0.1 -1.045
C 1.76586 0.65628 -1.21506 0.0 0.0 0.0 -1.078
H -1.74396 0.55223 2.29923 -0.1 0.0 -0.2 0.302
H -3.26591 0.26306 1.41084 0.2 0.1 0.0 0.252
H -2.42154 1.82770 1.24949 0.0 -0.1 0.0 0.299
H -0.35313 1.82777 -0.02214 0.0 0.0 0.0 0.378
H 0.27014 0.53799 1.02618 0.0 0.0 -0.2 0.345
H 0.27365 -1.33824 -1.07669 0.0 -0.2 0.0 0.396
H -0.18982 -2.22756 0.37724 0.1 -0.1 -0.1 0.255
H 1.03901 -2.89739 -0.77013 -0.1 0.0 0.1 0.346
H 1.46032 -1.53181 0.30664 -0.2 -0.1 -0.1 0.240
H 1.79827 1.63848 -1.70848 0.0 0.0 0.0 0.405
H 2.31200 0.72827 -0.25937 -0.1 0.0 -0.1 0.332
H 2.30419 -0.02139 -1.88656 -0.1 0.1 0.1 0.342
```
Positions in Å, forces in eV/Å.

Summary:
Energy above the lowest of the compared OMol25 structures with the same formula, charge and spin in kcal/mol: 106.8
E_LUMO in Eh: 0.0212
Gap between HOMO and LUMO in eV: 8.813



Here is C5H12O in the gas phase from the OMol25 dataset. Energies are from ωB97M-V with the def2-TZVPD basis set.

The geometry in XYZ format:
```
18
Properties=species:S:1:pos:R:3:forces:R:3:mulliken_charge:R:1
C 2.13247 0.23977 -0.33160 0.3 0.1 -0.2 -0.672
O 1.11959 -0.33935 0.45167 0.0 0.0 0.1 -0.396
C -0.27512 -0.13224 0.17781 -0.2 0.0 0.0 1.728
C -0.56489 0.59812 -1.13251 0.0 0.0 -0.1 -1.755
C -0.90002 -1.52676 0.13143 0.0 -0.1 0.0 -1.594
C -0.82629 0.66804 1.35973 0.0 0.0 0.0 -1.569
H 2.93597 0.54984 0.34329 -0.1 0.0 -0.1 0.252
H 1.81964 1.11842 -0.90924 0.0 -0.2 0.2 0.283
H 2.55597 -0.49100 -1.03254 -0.1 0.0 0.0 0.245
H -0.16140 0.05544 -1.99398 0.0 0.1 0.1 0.416
H -1.64820 0.68085 -1.26741 0.1 -0.1 0.1 0.414
H -0.16431 1.61527 -1.13884 -0.1 -0.1 0.0 0.444
H -0.47687 -2.10472 -0.69657 0.0 0.1 0.1 0.371
H -0.69567 -2.06376 1.06200 0.0 0.1 -0.1 0.369
H -1.98566 -1.47199 -0.00416 0.1 0.0 0.0 0.373
H -0.61457 0.13532 2.29223 0.0 0.1 -0.1 0.382
H -0.34136 1.64957 1.40711 -0.1 -0.1 0.0 0.349
H -1.90927 0.81919 1.28158 0.2 0.0 0.0 0.362
```
Positions in Å, forces in eV/Å.

Summary:
Energy above the lowest of the compared OMol25 structures with the same formula, charge and spin in kcal/mol: 15.0
Structure (SMILES): COC(C)(C)C
E_LUMO in Eh: 0.0333
Gap between HOMO and LUMO in eV: 10.322



no.,energy (Ha)
1,-272.7785
2,-272.9248